[1]
This record from OMol25 describes a 2-piece molecular cluster, C5H4N overall in a non-equilibrium geometry. The level of theory is the ωB97M-V functional and the def2-TZVPD basis.

Element x y z (Å)
C -3.6860 -0.5920 0.0856
C -2.6332 -0.0692 -0.0686
C -0.2442 0.8344 0.1031
C 1.1296 0.7047 0.0254
C 2.2249 -0.1551 -0.0399
N 0.5689 1.8966 0.2144
H -4.5639 -1.3608 0.0263
H 2.1310 -0.4629 -1.1486
H 1.9555 -1.0653 0.3817
H 3.1174 0.2694 0.4206

## Properties
**Orbital gap (spin up / spin down)**: 7.78 / 7.19 eV
**Charge**: +1
**E_tot**: -246.99992 Ha
**Energy relative to the best compared isomer or geometry (same formula, charge and spin)**: 164.4 kcal per mole
**HOMO (spin up / spin down)**: -15.40 / -15.75 eV

[2]
This record from OMol25 describes an isolated ion of composition C5H4N and charge +1 in a non-equilibrium geometry. The level of theory is the ωB97M-V functional and the def2-TZVPD basis.

Element x y z (Å)
C -1.0600 0.2164 -0.2423
C -0.5403 1.3607 0.2657
C 0.7827 1.3131 -0.0428
C 1.7497 0.5132 -0.0836
C 1.5653 -0.7744 0.0482
N 0.7479 -1.6276 0.1407
H -2.1587 -0.0145 -0.0926
H -0.4755 -0.5989 -0.8479
H -1.0516 2.1541 0.8625
H 0.4406 -2.5422 -0.0079

## Properties
**SMILES**: C=CC#CC#[NH+]
**Orbital gap**: 9.10 eV
**Charge**: +1
**E_tot**: -247.18103 Ha
**Energy relative to the best compared isomer or geometry (same formula, charge and spin)**: 50.8 kcal per mole
**HOMO**: -15.23 eV

[3]
This record from OMol25 describes an isolated ion of composition C5H4N and charge +1 in a non-equilibrium geometry. The level of theory is the ωB97M-V functional and the def2-TZVPD basis.

Element x y z (Å)
C -1.3388 -0.1840 -0.0246
C 2.5639 2.2748 0.4826
C -2.4310 -0.4649 0.5827
C 1.3149 0.1077 -0.4739
C -0.0736 0.0612 -0.0647
N 1.9739 1.3052 0.1223
H -2.2173 -0.5104 1.6856
H -3.4969 -0.7428 0.3503
H 1.8203 -0.7731 -0.1246
H 1.5950 0.2390 -1.5557

## Properties
**Orbital gap**: 6.91 eV
**Charge**: +1
**E_tot**: -247.17256 Ha
**Energy relative to the best compared isomer or geometry (same formula, charge and spin)**: 56.1 kcal per mole
**HOMO**: -15.31 eV

[4]
This record from OMol25 describes an isolated ion of composition C5H4N and charge +1 in a non-equilibrium geometry. The level of theory is the ωB97M-V functional and the def2-TZVPD basis.

Element x y z (Å)
C 0.6409 0.7656 -0.1647
C 1.8205 1.4607 0.0316
C -0.4813 0.5235 -0.7043
C -1.3441 -0.5541 -0.4447
C -0.0575 -0.6167 0.4719
N 2.8203 1.9888 0.2124
H -2.2955 -0.3395 0.0373
H -1.4265 -1.3168 -1.2141
H -0.2630 -0.4504 1.5257
H 0.5862 -1.4611 0.2488

## Properties
**Orbital gap**: 10.50 eV
**Charge**: +1
**E_tot**: -247.23660 Ha
**Energy relative to the best compared isomer or geometry (same formula, charge and spin)**: 15.9 kcal per mole
**HOMO**: -16.61 eV

[5]
This record from OMol25 describes one molecule with the formula C5H4N2 in a non-equilibrium geometry. The level of theory is the ωB97M-V functional and the def2-TZVPD basis.

Element x y z (Å)
C -0.5806 0.0800 3.0515
C -0.4455 0.0115 1.7755
C -0.1747 -0.2785 0.3873
C 0.9962 -0.6081 -0.2520
N 0.8130 -0.2449 -1.5404
N -0.3842 0.3065 -1.7881
C -0.9926 0.2879 -0.6199
H -0.6335 1.1093 1.6501
H 1.9132 -1.0514 0.1091
H 1.4752 -0.3132 -2.2936
H -1.9865 0.7009 -0.4794

## Properties
**Orbital gap**: 9.80 eV
**E_tot**: -302.26648 Ha
**Energy relative to the best compared isomer or geometry (same formula, charge and spin)**: 101.5 kcal per mole
**HOMO**: -9.48 eV

[6]
This record from OMol25 describes one molecule with the formula C5H4N2 in a non-equilibrium geometry. The level of theory is the ωB97M-V functional and the def2-TZVPD basis.

Element x y z (Å)
C 2.5816 -0.8091 -0.1530
C 1.5444 -0.2171 -0.0010
C 0.2157 0.2611 0.1458
C -0.5094 1.2913 -0.5419
N -1.8029 1.1375 -0.4383
N -2.0173 0.0048 0.3504
C -0.7614 -0.4369 0.7834
H 3.4967 -1.3395 -0.2792
H -0.0898 2.1039 -1.1259
H -1.8475 -0.8964 -0.2435
H -0.7625 -1.2391 1.5024

## Properties
**SMILES**: C#Cc1cn[nH]c1
**Orbital gap**: 10.05 eV
**E_tot**: -302.28977 Ha
**Energy relative to the best compared isomer or geometry (same formula, charge and spin)**: 86.9 kcal per mole
**HOMO**: -9.28 eV

[7]
This record from OMol25 describes one molecule with the formula C5H4N2 in a non-equilibrium geometry. The level of theory is the ωB97M-V functional and the def2-TZVPD basis.

Element x y z (Å)
C -0.3886 0.2907 1.3801
C 0.8075 -1.5506 -2.4816
C 0.4856 0.2548 0.4232
C 1.1314 -0.8330 -1.5740
C 1.3737 0.0805 -0.5243
N -1.6814 1.0102 1.4170
N -2.2674 1.5963 0.5702
H -0.2301 -0.2564 2.3022
H 0.5910 -2.1943 -3.2829
H 2.2373 0.7261 -0.6254
H -2.0590 0.8755 2.3956

## Properties
**Orbital gap**: 8.50 eV
**E_tot**: -302.21097 Ha
**Energy relative to the best compared isomer or geometry (same formula, charge and spin)**: 136.4 kcal per mole
**HOMO**: -8.24 eV

[8]
This record from OMol25 describes one molecule with the formula C5H4N2 in a non-equilibrium geometry. The level of theory is the ωB97M-V functional and the def2-TZVPD basis.

Element x y z (Å)
H -1.9938 -2.2281 0.5977
N -1.3051 -1.6713 0.1093
C -1.0946 -0.5032 0.5741
C -0.0632 0.3210 -0.1379
C 1.2382 -0.2450 -0.3752
C 2.3808 -0.5869 -0.5232
C -0.2275 1.7535 -0.1691
N -0.6340 1.2392 -1.2333
H -1.5588 0.0507 1.4974
H 3.3823 -0.9002 -0.6875
H -0.1060 2.6779 0.3798

## Properties
**SMILES**: [H]/N=C/[C@]1(C#C)C=N1
**Orbital gap**: 10.39 eV
**E_tot**: -302.26676 Ha
**Energy relative to the best compared isomer or geometry (same formula, charge and spin)**: 101.4 kcal per mole
**HOMO**: -9.52 eV

[9]
This record from OMol25 describes one molecule with the formula C5H4N2 in a non-equilibrium geometry. The level of theory is the ωB97M-V functional and the def2-TZVPD basis.

Element x y z (Å)
C -0.4413 0.9985 -2.2822
C 0.1320 1.5740 -1.3021
C 0.2400 0.9144 -0.1119
C 1.2384 -0.0596 0.3230
C 0.4959 -1.0997 0.7302
N -0.8925 -0.7829 0.7804
N -0.8724 0.6429 0.6382
H -1.2473 -1.0772 -0.1491
H 2.3035 -0.0096 0.1502
H 0.7874 -2.1205 0.9375
H -1.7437 1.0196 0.2858

## Properties
**Orbital gap**: 8.99 eV
**E_tot**: -302.20955 Ha
**Energy relative to the best compared isomer or geometry (same formula, charge and spin)**: 137.3 kcal per mole
**HOMO**: -9.35 eV

[10]
This record from OMol25 describes one molecule with the formula C5H4N2 in a non-equilibrium geometry. The level of theory is the ωB97M-V functional and the def2-TZVPD basis.

Element x y z (Å)
C 2.2977 0.5616 0.8792
C 1.2819 0.4319 0.2501
C 0.0402 0.1630 -0.4925
N -0.5098 -1.1659 -0.0514
C -1.7490 -1.5925 0.0020
C -0.9582 1.2203 -0.2664
N -1.7494 2.0433 -0.0894
H 3.2038 0.7052 1.4323
H 0.2573 0.1430 -1.5716
H 0.2394 -1.7836 0.2566
H -2.3538 -0.7263 -0.3489

## Properties
**Orbital gap**: 9.57 eV
**E_tot**: -302.26009 Ha
**Energy relative to the best compared isomer or geometry (same formula, charge and spin)**: 105.6 kcal per mole
**HOMO**: -8.99 eV

[11]
This record from OMol25 describes one molecule with the formula C5H4N2. The level of theory is the ωB97M-V functional and the def2-TZVPD basis.

Element x y z (Å)
C 2.7535 -0.3523 -0.5665
C 1.5840 -0.1085 -0.4083
C 0.1979 0.0610 -0.1308
C -0.8101 -0.8814 -0.0599
C -1.9329 -0.1625 0.3899
N -1.6553 1.1227 0.5729
N -0.3654 1.2376 0.2540
H 3.7899 -0.5915 -0.6658
H -0.7133 -1.9301 -0.2985
H -2.9247 -0.5379 0.6079
H 0.0764 2.1430 0.3050

## Properties
**SMILES**: C#Cc1ccn[nH]1
**Orbital gap**: 10.05 eV
**E_tot**: -302.36047 Ha
**Energy relative to the best compared isomer or geometry (same formula, charge and spin)**: 42.6 kcal per mole
**HOMO**: -9.07 eV

[12]
This record from OMol25 describes C5H4N2 as an isolated structure. The level of theory is the ωB97M-V functional and the def2-TZVPD basis.

Element x y z (Å)
C 2.4726 0.4660 0.7712
C 1.4907 0.0165 0.2429
C 0.3108 -0.5434 -0.3957
N -0.8047 -1.0999 0.4354
C -0.9893 0.1205 -0.2308
C -1.6077 1.4007 0.0809
N -2.2451 0.9256 -0.9498
H 3.3372 0.8801 1.2475
H 0.5096 -1.1481 -1.2780
H -0.6672 -0.9602 1.4370
H -1.8069 -0.0579 -1.3605

## Properties
**Orbital gap**: 10.13 eV
**E_tot**: -302.14628 Ha
**Energy relative to the best compared isomer or geometry (same formula, charge and spin)**: 177.0 kcal per mole
**HOMO**: -9.28 eV

[13]
This record from OMol25 describes C5H4N2NiO4S as an isolated structure in a non-equilibrium geometry. The level of theory is the ωB97M-V functional and the def2-TZVPD basis.

Element x y z (Å)
O 2.4056 0.7738 -1.6835
C 2.0676 -0.2880 -1.9099
Ni 1.7275 -1.9043 -1.2722
O 4.9412 -0.5875 3.5571
C 3.9879 -0.4358 2.9396
C 0.9458 -2.4339 -2.7577
O 0.6536 -2.9282 -3.7552
C 0.5791 -2.7570 -0.2559
O 0.1661 -2.9211 0.8267
N -2.9316 0.9733 1.0828
C -1.8105 1.3926 0.4392
N -1.9065 2.6623 -0.0341
S -0.4652 0.4327 0.2232
H -3.6837 1.6157 1.3149
H -2.9104 0.0677 1.5214
H -1.0883 3.0674 -0.4605
H -2.6783 3.2701 0.2241

## Properties
**Expectation value of S²**: 2.009
**Orbital gap (spin up / spin down)**: 9.14 / 6.54 eV
**Charge**: +2
**E_tot**: -2509.16657 Ha
**Energy relative to the best compared isomer or geometry (same formula, charge and spin)**: 4.9 kcal per mole
**Spin multiplicity**: 3
**HOMO (spin up / spin down)**: -18.10 / -18.11 eV

[14]
This record from OMol25 describes a 2-piece molecular cluster, C5H4N3O4 overall in a non-equilibrium geometry. The level of theory is the ωB97M-V functional and the def2-TZVPD basis.

Element x y z (Å)
C -2.3003 -1.1118 -0.3678
C -2.3002 -0.1577 0.7124
C -0.5318 0.0548 -0.4971
C 1.3045 1.6556 -0.1485
C 0.6957 0.6118 -0.8838
N -1.1891 -0.9296 -1.1044
N -1.2123 0.5613 0.6504
N 2.2984 -1.4833 0.2032
O 2.3010 2.2742 -0.5031
O 3.2188 -1.8706 -0.4914
O 0.6720 2.0569 1.0171
O 2.0385 -1.8157 1.3410
H -2.9353 -1.8421 -0.6397
H -2.9075 0.0440 1.4776
H 1.0809 0.4041 -1.8709
H -0.2332 1.5481 1.1048

## Properties
**Orbital gap (spin up / spin down)**: 7.80 / 4.85 eV
**Charge**: -1
**E_tot**: -658.09560 Ha
**Energy relative to the best compared isomer or geometry (same formula, charge and spin)**: 23.4 kcal per mole
**HOMO (spin up / spin down)**: -5.44 / -3.36 eV

[15]
This record from OMol25 describes one molecule with the formula C5H4N4 in a non-equilibrium geometry. The level of theory is the ωB97M-V functional and the def2-TZVPD basis.

Element x y z (Å)
N -1.2626 -1.7663 1.6705
C -0.9383 -1.4448 0.6381
C -0.5605 -0.7047 -0.5148
C -1.6376 -0.3085 -1.4079
N -2.4748 -0.0085 -2.1085
C 0.3578 0.6302 -0.1515
N 1.6911 0.1008 0.0367
C 0.0265 1.2085 1.1346
N 0.2305 1.7476 2.1100
H 0.0527 -1.2544 -1.2016
H 0.2297 1.2282 -1.0101
H 2.4438 0.7508 -0.2931
H 1.8417 -0.1788 1.0978

## Properties
**SMILES**: N#CC(C#N)[C@H](N)C#N
**Orbital gap**: 11.15 eV
**E_tot**: -411.87366 Ha
**Energy relative to the best compared isomer or geometry (same formula, charge and spin)**: 65.7 kcal per mole
**HOMO**: -10.85 eV

[16]
This record from OMol25 describes one molecule with the formula C5H4N4OS in a non-equilibrium geometry. The level of theory is the ωB97M-V functional and the def2-TZVPD basis.

Element x y z (Å)
N 1.1581 -0.6224 -3.4180
C 1.5665 -0.0131 -2.5330
C 2.0053 0.7805 -1.3313
C 1.0767 0.6149 -0.2226
O 1.3012 1.2741 0.8095
N 0.1290 -0.3093 -0.3111
C -0.8831 -0.4323 0.6900
N -1.7976 -1.4895 0.6297
N -2.6556 -1.4324 1.6695
C -2.5259 -0.3839 2.4072
S -1.1339 0.6390 1.9987
H 2.1548 1.8094 -1.4799
H 2.8638 0.3787 -1.1458
H -0.1501 -0.7080 -1.2445
H -3.1092 -0.1058 3.4818

## Properties
**SMILES**: N#CCC(=O)Nc1nncs1
**Orbital gap**: 9.93 eV
**E_tot**: -885.32465 Ha
**Energy relative to the best compared isomer or geometry (same formula, charge and spin)**: 63.8 kcal per mole
**HOMO**: -9.77 eV

[17]
This record from OMol25 describes C5H4N4OS as an isolated structure in a non-equilibrium geometry. The level of theory is the ωB97M-V functional and the def2-TZVPD basis.

Element x y z (Å)
C 0.9283 1.2701 0.9277
C 0.1035 0.1828 -0.8023
C -0.9265 -1.1977 -2.2289
C -0.5191 -0.8780 -0.1505
C -0.1745 -0.9014 1.2261
H 0.3030 2.4717 2.5970
H 0.0879 0.7851 -2.7046
H -1.3477 -1.4081 -3.2588
H 0.6768 0.0971 2.6107
N 0.7367 1.2664 -0.3687
N -0.1929 -0.0092 -2.0283
N -0.9042 -1.8549 -1.1227
N 0.4441 0.1427 1.6796
O 1.1096 2.3863 1.5715
S -0.3250 -2.3527 2.0524

## Properties
**Orbital gap**: 6.40 eV
**E_tot**: -885.29427 Ha
**Energy relative to the best compared isomer or geometry (same formula, charge and spin)**: 82.9 kcal per mole
**HOMO**: -7.80 eV

Molar mass (computed, g mol⁻¹): 78.094; 78.094; 78.094; 78.094; 92.101; 92.101; 92.101; 92.101; 92.101; 92.101; 92.101; 92.101; 246.857; 170.104; 120.115; 168.181; 168.181